Formula: C29H34BCl2N8NaS2
Source: OMol25
Level of theory: ωB97M-V/def2-TZVPD

Positions of all 77 atoms, in Å:
Na 0.361 1.401 0.587
B -0.836 4.208 2.536
N 0.685 3.902 2.655
C 1.608 4.608 3.327
C 2.857 4.085 3.032
C 2.578 3.034 2.148
N 1.270 2.941 1.933
N -1.680 2.933 2.785
C -2.369 2.638 3.903
C -3.142 1.520 3.660
C -2.843 1.196 2.330
N -1.970 2.050 1.813
H -1.114 5.019 3.396
H -1.061 4.611 1.422
H 1.332 5.431 3.965
H 3.815 4.410 3.402
H 3.257 2.349 1.662
H -2.271 3.232 4.797
H -3.804 1.006 4.336
H -3.231 0.375 1.744
C 3.146 -1.025 0.760
N 2.357 -0.084 -0.014
C 2.786 0.232 -1.176
C 2.229 1.268 -1.991
C 2.759 1.727 -3.213
C 2.024 2.865 -3.549
C 1.095 3.031 -2.507
N 1.197 2.069 -1.583
C 3.028 -2.475 0.348
C 1.889 -2.957 -0.287
C 1.757 -4.306 -0.580
C 2.776 -5.194 -0.267
C 3.932 -4.718 0.336
C 4.050 -3.372 0.648
H 2.805 -0.952 1.797
H 4.211 -0.748 0.740
H 3.679 -0.262 -1.596
H 3.581 1.285 -3.760
H 2.161 3.503 -4.411
H 0.362 3.823 -2.395
H 1.099 -2.264 -0.542
H 0.844 -4.665 -1.041
H 2.669 -6.251 -0.483
H 4.746 -5.398 0.566
H 4.945 -3.012 1.144
Cl -1.019 -0.855 0.221
C -1.078 -2.310 1.170
C -1.723 -3.398 0.619
C -1.798 -4.599 1.309
C -1.207 -4.684 2.563
C -0.563 -3.588 3.101
Cl 0.154 -3.789 4.671
C -0.449 -2.327 2.444
S 0.353 -0.990 3.120
H -2.165 -3.310 -0.367
H -2.305 -5.452 0.878
H -1.235 -5.610 3.123
C -0.996 0.350 -4.869
C -0.955 0.666 -3.376
N -1.713 1.878 -3.095
C -2.562 2.070 -2.063
S -2.957 3.595 -1.523
N -3.086 0.964 -1.450
C -3.746 -0.122 -2.158
C -3.373 -1.486 -1.587
H -0.470 -0.582 -5.083
H -0.508 1.150 -5.428
H -2.029 0.265 -5.213
H 0.082 0.813 -3.062
H -1.353 -0.156 -2.786
H -1.231 2.729 -3.344
H -3.501 1.213 -0.565
H -3.480 -0.056 -3.214
H -4.832 0.014 -2.094
H -2.303 -1.665 -1.693
H -3.918 -2.283 -2.099
H -3.604 -1.516 -0.522

Its energy above the lowest of the compared OMol25 structures with the same formula, charge and spin is 0.83 kJ/mol. As for the net charge: -2. The calculation puts the HOMO-LUMO gap at 5.485 eV.

Need the Mulliken charges? In units of e they are: 1.031, 0.197, -0.214, -0.204, -1.140, -0.269, -0.011, 0.211, -0.339, -1.128, 0.068, -0.140, -0.244, -0.198, 0.383, 0.352, 0.401, 0.397, 0.370, 0.246, -1.818, 0.669, -0.299, 0.022, -0.999, -0.620, -1.159, 0.217, 0.932, 0.121, -0.501, -0.533, -0.451, -0.671, 0.270, 0.414, 0.237, 0.456, 0.416, 0.701, 0.233, 0.338, 0.352, 0.355, 0.348, 0.376, -0.054, -0.404, -0.825, -0.641, 0.321, -0.268, -0.104, -0.263, 0.345, 0.362, 0.378, -1.796, 2.435, -0.133, -0.048, -0.392, 0.095, -0.815, -0.612, 0.336, 0.374, 0.386, -1.031, -0.822, 0.405, 0.182, 0.273, 0.423, -0.004, 0.410, 0.315